Version a
{"formula": "C16H28ClN4O4", "method": "the ωB97M-V functional and the def2-TZVPD basis", "multiplicity": 1, "charge": -1, "homo_lumo_gap_ev": 7.8, "species": ["N", "H", "N", "H", "N", "H", "H", "H", "C", "H", "C", "N", "C", "H", "H", "H", "H", "C", "C", "C", "H", "H", "H", "C", "C", "H", "C", "H", "H", "C", "C", "H", "C", "C", "H", "H", "H", "O", "C", "H", "H", "H", "H", "H", "H", "H", "O", "O", "C", "H", "C", "Cl", "O"], "coordinates": [[6.503, 1.271, 1.215], [8.314, 2.609, 3.865], [-0.256, -6.722, -0.753], [-7.315, 6.982, 0.730], [3.232, -1.850, -4.441], [-3.133, -5.634, 1.914], [-6.300, 6.521, 3.115], [-3.205, -7.384, -1.399], [-2.905, -6.697, 1.988], [-5.805, 4.081, 1.277], [6.356, 1.065, 2.330], [-4.079, 6.556, 0.254], [3.013, -0.823, -4.944], [1.637, -0.228, -8.774], [9.044, 2.134, 5.373], [-3.481, -7.085, 2.828], [2.371, -1.348, -7.568], [-7.713, 6.167, 1.335], [-1.389, -6.791, -0.652], [-3.339, -7.508, 0.731], [8.012, 0.121, 4.546], [-7.283, 5.148, 3.134], [5.295, 1.443, 4.086], [2.785, 0.486, -5.562], [8.085, 2.243, 4.866], [-2.935, -8.518, 0.809], [-5.517, 4.978, 1.825], [7.601, 2.991, 5.493], [6.962, 0.705, 5.799], [-6.685, 5.748, 2.449], [-2.875, -6.844, -0.512], [-1.846, -6.877, 2.175], [7.312, 0.920, 4.789], [-4.708, 5.867, 0.969], [-4.923, 4.636, 2.674], [-7.856, 5.306, 0.682], [5.574, -0.173, 3.852], [-0.535, 1.028, 0.125], [1.867, 0.607, -6.750], [-4.423, -7.617, 0.711], [-8.665, 6.479, 1.764], [3.336, -0.071, -8.205], [-3.202, -5.813, -0.644], [3.728, 0.882, -5.939], [1.873, 1.644, -7.084], [2.453, 1.213, -4.822], [-2.121, -0.444, 1.056], [-1.302, -0.742, -1.139], [2.313, -0.319, -7.924], [0.853, 0.333, -6.457], [6.105, 0.777, 3.790], [-0.946, -0.323, 0.231], [0.116, -1.129, 0.790]]}

=====

Version b
{"formula": "C16H28ClN4O4", "method": "the ωB97M-V functional and the def2-TZVPD basis", "multiplicity": 1, "charge": -1, "homo_lumo_gap_ev": 4.4, "species": ["H", "H", "C", "H", "O", "C", "H", "C", "C", "C", "H", "H", "C", "H", "H", "H", "C", "C", "H", "H", "H", "H", "C", "O", "H", "N", "C", "H", "C", "C", "N", "H", "O", "N", "H", "H", "H", "C", "H", "C", "H", "N", "H", "H", "H", "O", "Cl", "H", "C", "H", "H", "C", "H"], "coordinates": [[10.655, -23.306, 5.221], [10.119, -16.436, 5.043], [9.830, -15.385, 5.072], [16.030, -19.710, 6.030], [11.370, -25.050, 3.507], [8.285, -15.439, 4.962], [15.126, -13.544, 3.895], [7.387, -24.379, 9.594], [8.024, -23.074, 7.522], [7.937, -25.870, 9.788], [11.959, -22.091, 8.652], [10.186, -14.941, 6.001], [13.761, -15.770, 4.438], [13.308, -18.585, 7.308], [9.895, -23.126, 10.234], [7.619, -26.547, 8.995], [12.061, -24.020, 3.788], [14.944, -19.687, 6.121], [14.715, -20.490, 6.821], [7.119, -23.352, 7.002], [6.459, -24.356, 9.023], [14.846, -18.268, 7.814], [9.116, -22.296, 7.180], [13.064, -23.718, 3.210], [10.335, -14.905, 4.233], [9.930, -22.212, 8.274], [11.650, -23.036, 4.866], [11.540, -22.010, 4.515], [11.149, -21.408, 8.396], [15.683, -14.127, 4.629], [8.274, -23.518, 8.854], [9.022, -25.908, 9.892], [7.596, -15.970, 5.866], [14.319, -17.227, 6.060], [11.305, -20.808, 7.500], [14.393, -19.937, 5.214], [7.538, -26.276, 10.717], [14.303, -18.444, 6.885], [11.011, -20.663, 9.179], [9.426, -22.981, 9.272], [12.239, -23.276, 5.751], [14.872, -15.258, 5.115], [13.340, -15.244, 3.594], [16.136, -16.254, 6.640], [9.309, -21.689, 6.307], [7.844, -14.934, 3.910], [10.275, -19.371, 4.958], [15.915, -13.451, 5.452], [13.416, -16.991, 5.005], [7.094, -23.909, 10.532], [16.633, -14.462, 4.214], [15.251, -16.217, 6.023], [12.622, -17.708, 4.858]]}

=====

Short version: version b, version a, most stable first.

=====

Version a
{"formula": "CH3BrS", "method": "the ωB97M-V functional and the def2-TZVPD basis", "multiplicity": 1, "charge": 0, "homo_lumo_gap_ev": [7.4, 7.4], "species": ["S", "H", "C", "H", "H", "Br"], "coordinates": [[-1.097, 0.896, 0.171], [0.206, -0.404, 1.512], [0.202, -0.079, 0.456], [0.996, -0.482, -0.297], [-1.087, 0.786, -1.163], [-3.491, -0.052, -0.206]]}

=====

Version b
{"formula": "CH3BrS", "method": "the ωB97M-V functional and the def2-TZVPD basis", "multiplicity": 1, "charge": 0, "homo_lumo_gap_ev": [7.3, 6.4], "species": ["S", "C", "H", "Br", "H", "H"], "coordinates": [[-0.861, -0.588, -1.054], [-0.279, -0.090, 0.445], [-1.148, 0.620, -1.554], [2.667, 0.011, 0.254], [-0.366, 0.921, 0.781], [-0.013, -0.875, 1.128]]}

=====

Short version: version b, version a, most stable first.

=====

Version a
{"formula": "C6H6Cl2", "method": "the ωB97M-V functional and the def2-TZVPD basis", "multiplicity": 1, "charge": 0, "homo_lumo_gap_ev": 9.2, "smiles": "C=C/C(Cl)=C(/Cl)C=C", "species": ["H", "C", "C", "Cl", "C", "C", "H", "H", "H", "Cl", "C", "C", "H", "H"], "coordinates": [[-1.268, 0.165, 1.684], [-0.317, 1.067, -0.753], [1.300, -1.514, 0.088], [2.170, 2.088, -0.681], [1.463, -0.245, 0.447], [-1.475, 0.207, -0.433], [-2.703, -0.761, 0.985], [-2.084, -0.089, -1.281], [1.719, -2.310, 0.663], [-0.749, 2.410, -1.772], [0.944, 0.912, -0.328], [-1.815, -0.147, 0.822], [2.076, 0.021, 1.326], [0.739, -1.804, -0.766]]}

=====

Version b
{"formula": "C6H6Cl2", "method": "the ωB97M-V functional and the def2-TZVPD basis", "multiplicity": 1, "charge": 0, "homo_lumo_gap_ev": 8.8, "smiles": "ClCC1=C[C@H](Cl)C=C1", "species": ["C", "C", "H", "Cl", "H", "H", "C", "C", "H", "C", "H", "C", "Cl", "H"], "coordinates": [[-0.033, -0.442, 1.645], [-0.933, -1.317, 0.728], [1.346, 1.032, -2.576], [-0.981, 1.595, -2.770], [-1.502, -2.121, 1.199], [-1.235, -1.285, -1.196], [0.280, 0.189, -0.531], [-0.647, -0.909, -0.500], [-0.638, 0.386, 2.310], [0.469, 1.158, -1.633], [1.624, 1.000, 1.074], [0.726, 0.437, 0.773], [0.745, -1.788, 2.583], [0.780, 2.067, -1.108]]}

=====

Short version: version a, version b, most stable first.

=====

Version a
{"formula": "CH3BrCl2OSi", "method": "the ωB97M-V functional and the def2-TZVPD basis", "multiplicity": 1, "charge": 0, "homo_lumo_gap_ev": 11.2, "smiles": "CO[Si](Cl)(Cl)Br", "species": ["H", "Br", "H", "C", "Cl", "Si", "Cl", "H", "O"], "coordinates": [[-0.155, -1.532, 1.496], [0.968, 2.091, 1.466], [-1.515, -0.781, 0.283], [-0.515, -1.323, 0.438], [2.013, 1.368, -1.633], [0.431, 1.135, -0.442], [-1.228, 1.953, -1.322], [-0.460, -2.435, -0.103], [0.461, -0.475, -0.183]]}

=====

Version b
{"formula": "CH3BrCl2OSi", "method": "the ωB97M-V functional and the def2-TZVPD basis", "multiplicity": 1, "charge": 0, "homo_lumo_gap_ev": 10.4, "smiles": "CO[Si](Cl)(Cl)Br", "species": ["Cl", "H", "H", "C", "O", "H", "Br", "Cl", "Si"], "coordinates": [[-1.396, 0.884, -1.894], [1.741, 0.876, -0.471], [1.828, -0.943, -0.399], [1.492, 0.013, 0.152], [0.220, -0.014, 0.733], [2.205, 0.167, 1.033], [-2.264, -2.146, -0.087], [-2.339, 1.232, 1.079], [-1.486, -0.068, -0.146]]}

=====

Short version: version a, version b, most stable first.

=====

Version a
{"formula": "C2H4FNO2", "method": "the ωB97M-V functional and the def2-TZVPD basis", "multiplicity": 1, "charge": 0, "homo_lumo_gap_ev": 11.6, "smiles": "C[C@@H](F)[N+](=O)[O-]", "species": ["H", "O", "C", "N", "H", "O", "C", "H", "H", "F"], "coordinates": [[-0.222, 1.029, 1.031], [-1.786, -0.209, -1.362], [1.107, -0.300, 0.174], [-1.386, -0.276, -0.225], [1.012, -1.040, 0.909], [-1.757, -0.902, 0.706], [-0.088, 0.626, 0.086], [1.179, -0.616, -0.865], [2.019, 0.166, 0.473], [-0.077, 1.520, -0.926]]}

=====

Version b
{"formula": "C2H4FNO2", "method": "the ωB97M-V functional and the def2-TZVPD basis", "multiplicity": 1, "charge": 0, "homo_lumo_gap_ev": 10.1, "species": ["C", "H", "F", "C", "O", "O", "H", "N", "H", "H"], "coordinates": [[-0.413, -0.717, -0.080], [1.550, 1.034, -0.192], [0.235, -1.894, -0.198], [0.761, 0.752, -0.989], [0.418, -0.084, 2.054], [-1.679, 0.115, 1.563], [-0.093, 1.531, -1.015], [-0.534, -0.246, 1.329], [1.165, 0.222, -1.898], [-1.410, -0.712, -0.573]]}

=====

Short version: version a, version b, most stable first.